[1]
Below is 10 unconnected molecules or ions with the total composition C17H55N15O13 in a non-equilibrium geometry, with properties calculated with ωB97M-V/def2-TZVPD.

Each line ends with the Mulliken charge.
Element x y z (Å)
C (-0.99, -2.28, 4.24)  0.4112
O (-1.79, -1.35, 4.18)  -0.7700
N (-0.66, -2.96, 3.17)  -0.0264
N (-0.49, -2.84, 5.36)  -0.3754
H (-1.14, -2.86, 2.28)  0.1239
H (0.13, -3.59, 3.15)  0.1410
H (-0.80, -2.72, 6.31)  0.2228
H (0.06, -3.69, 5.28)  0.1508
C (2.88, -3.94, 1.51)  -1.1998
O (1.71, -4.09, 1.89)  -0.1435
N (3.87, -4.87, 1.30)  -0.8281
N (3.27, -2.76, 1.24)  1.3124
H (3.71, -5.87, 1.20)  0.2946
H (4.78, -4.59, 0.98)  0.5718
H (2.66, -1.96, 1.21)  -0.6034
H (4.28, -2.78, 1.26)  0.1202
C (1.19, 2.63, -3.04)  0.4383
O (0.75, 3.76, -2.76)  -0.8672
N (1.75, 2.25, -4.22)  -0.1378
N (1.34, 1.68, -2.24)  0.4521
H (1.89, 2.92, -4.96)  0.2134
H (1.98, 1.28, -4.39)  0.1909
H (0.83, 1.71, -1.37)  -0.0261
H (1.79, 0.86, -2.63)  -0.2907
C (-0.64, 1.58, 4.97)  0.3741
O (0.02, 2.39, 5.56)  -0.7779
N (-1.58, 0.90, 5.55)  -0.1633
N (-0.30, 1.13, 3.87)  0.0350
H (-1.90, 1.01, 6.50)  0.1960
H (-1.95, 0.15, 4.99)  0.2296
H (-0.72, 0.41, 3.30)  0.0264
H (0.54, 1.57, 3.53)  0.1316
C (-2.69, 2.74, -2.40)  0.3448
O (-2.11, 1.80, -2.01)  -0.2867
N (-3.96, 2.80, -2.63)  -0.3472
N (-2.10, 3.84, -2.79)  -0.3824
H (-4.27, 3.76, -2.67)  0.1498
H (-4.53, 2.03, -2.32)  0.2539
H (-1.15, 3.84, -2.45)  0.3046
H (-2.55, 4.67, -3.14)  0.1278
C (-0.39, -0.69, 0.42)  0.9273
O (0.19, -0.78, 1.49)  -0.2383
N (-1.67, -0.55, 0.36)  -0.1408
N (0.17, -0.82, -0.76)  0.1657
H (-2.14, -0.58, -0.54)  0.0750
H (-2.14, -0.14, 1.15)  -0.0067
H (1.15, -1.07, -0.83)  0.0805
H (-0.43, -0.79, -1.58)  -0.2534
C (4.26, 0.84, -0.78)  -2.0211
O (3.63, 0.07, -1.49)  0.2919
N (4.69, 1.98, -1.28)  0.2397
N (4.51, 0.69, 0.47)  0.4210
H (4.56, 2.09, -2.27)  0.2068
H (5.18, 2.69, -0.75)  0.2633
H (5.02, 1.47, 0.87)  0.3029
H (4.38, -0.19, 0.94)  -0.1285
C (-5.13, 0.14, -4.37)  -0.8336
O (-4.44, -0.47, -3.30)  -0.2378
C (-3.95, -1.84, -3.61)  -0.9679
C (-2.46, -1.73, -4.27)  -0.6878
N (-1.58, -0.95, -3.55)  0.0836
C (-0.54, -0.60, -4.60)  -0.8193
C (0.89, -0.97, -4.32)  -0.1309
O (1.92, -0.37, -5.18)  -0.5144
C (3.25, -0.83, -4.89)  -1.0271
H (-5.92, -0.48, -4.79)  0.3637
H (-4.53, 0.69, -5.10)  0.2982
H (-5.72, 0.96, -3.94)  0.2770
H (-4.63, -2.47, -4.19)  0.4740
H (-3.78, -2.28, -2.63)  0.3236
H (-2.76, -1.45, -5.28)  0.3635
H (-1.97, -2.70, -4.34)  0.3985
H (-2.04, -0.20, -3.06)  0.0243
H (-0.50, 0.48, -4.51)  0.0972
H (-0.76, -0.70, -5.67)  0.4725
H (0.91, -2.05, -4.42)  0.5261
H (1.04, -0.87, -3.24)  0.0461
H (3.84, -0.25, -5.60)  0.2406
H (3.40, -1.89, -5.08)  0.4715
H (3.68, -0.84, -3.88)  0.2800
C (2.71, -0.27, 4.58)  0.1204
C (4.19, -0.44, 4.82)  -1.2760
O (4.91, 0.81, 4.80)  -0.3787
O (2.46, -0.32, 3.15)  -0.1695
H (2.29, 0.64, 5.01)  0.3693
H (2.31, -1.18, 5.03)  0.1413
H (4.72, -1.12, 4.15)  0.4351
H (4.33, -0.87, 5.81)  0.3073
H (4.74, 1.36, 4.03)  0.1865
H (1.62, -0.78, 3.09)  0.0092
C (-4.43, 2.14, 3.23)  -0.3730
C (-3.44, 2.62, 2.23)  -0.5089
O (-2.38, 1.67, 1.99)  -0.2703
O (-4.74, 0.83, 2.89)  -0.6175
H (-5.18, 2.94, 3.27)  0.3896
H (-4.02, 2.03, 4.23)  0.2271
H (-3.04, 3.59, 2.53)  0.3848
H (-3.79, 2.89, 1.23)  0.2706
H (-1.68, 1.96, 2.57)  0.1246
H (-3.90, 0.36, 2.95)  0.3299

## Properties
HOMO-LUMO gap (spin up / spin down), eV: 1.67 / 8.95
Net charge: -1
Total energy, Eh: -2480.20778
HOMO (spin up / spin down), eV: 0.43 / -6.86
LUMO (spin up / spin down), eV: 2.10 / 2.09
2S+1: 2


[2]
Below is a molecular structure, C28H25BrN4O2SbSe4V, with properties calculated with ωB97M-V/def2-TZVPD.

Each line ends with the Mulliken charge.
Element x y z (Å)
V (-1.28, -2.01, 0.01)  -0.9247
C (3.57, 2.40, -0.04)  -1.1119
C (3.20, 2.42, 1.42)  0.4576
C (3.63, 3.44, 2.26)  -0.8083
C (3.27, 3.47, 3.60)  -0.7654
C (2.48, 2.46, 4.13)  -0.8486
C (2.06, 1.41, 3.32)  -0.0282
C (2.41, 1.42, 1.97)  0.5596
N (1.96, 0.36, 1.12)  0.6655
C (0.67, 0.03, 0.93)  -0.7039
N (-0.26, 0.73, 1.56)  0.7373
C (-1.65, 0.62, 1.43)  0.5976
C (-2.26, -0.49, 0.85)  0.0608
C (-3.66, -0.54, 0.84)  -0.1690
C (-4.40, 0.49, 1.37)  -1.0876
C (-3.77, 1.60, 1.90)  -0.7737
C (-2.39, 1.69, 1.94)  0.9705
C (-1.71, 2.89, 2.55)  -1.4936
N (0.32, -0.92, 0.04)  1.2789
C (1.36, -1.51, -0.78)  -0.7145
C (2.05, -2.62, -0.30)  0.2881
C (3.02, -3.21, -1.09)  -1.0697
C (3.29, -2.69, -2.35)  -0.6442
C (2.59, -1.58, -2.81)  -1.0582
C (1.61, -0.97, -2.04)  1.7545
C (0.84, 0.22, -2.55)  -1.3887
H (4.17, 3.27, -0.30)  0.4289
H (2.68, 2.39, -0.67)  0.1327
H (4.15, 1.51, -0.30)  0.3183
H (4.25, 4.23, 1.85)  0.3886
H (3.60, 4.28, 4.23)  0.3943
H (2.19, 2.46, 5.17)  0.4871
H (1.47, 0.60, 3.72)  0.1305
H (2.64, -0.19, 0.61)  0.3869
H (0.07, 1.39, 2.25)  -0.1187
H (-4.17, -1.40, 0.43)  0.6745
H (-5.49, 0.43, 1.36)  0.4277
H (-4.36, 2.42, 2.31)  0.3878
H (-2.43, 3.66, 2.80)  0.4019
H (-0.98, 3.33, 1.86)  0.3415
H (-1.18, 2.61, 3.47)  0.2867
H (1.82, -2.99, 0.69)  0.2904
H (3.56, -4.07, -0.73)  0.4822
H (4.05, -3.14, -2.97)  0.4392
H (2.80, -1.19, -3.80)  0.4878
H (0.92, 0.29, -3.64)  0.5015
H (1.22, 1.15, -2.12)  0.0691
H (-0.22, 0.15, -2.29)  0.0928
Br (-5.38, 0.64, -5.25)  -0.1598
C (-3.89, -0.47, -4.95)  -0.0718
C (-3.05, -0.80, -6.01)  -0.1515
N (-1.98, -1.57, -5.87)  -0.6322
C (-1.71, -2.04, -4.66)  -0.2591
C (-2.50, -1.77, -3.55)  0.3250
C (-3.62, -0.97, -3.69)  -0.5350
C (-2.11, -2.28, -2.23)  1.3015
O (-0.94, -2.70, -1.99)  -0.8352
O (-2.92, -2.21, -1.24)  -0.6450
H (-3.26, -0.41, -7.00)  0.3789
H (-0.83, -2.67, -4.56)  0.5042
H (-4.25, -0.74, -2.84)  0.6360
Se (-1.36, -0.32, 4.87)  -0.4277
Sb (-0.06, -2.30, 4.77)  0.5699
Se (-1.10, -3.24, 1.72)  -0.2877
Se (1.86, -2.22, 3.30)  -0.4120
Se (-0.60, -4.22, 6.04)  -0.5106

## Properties
HOMO-LUMO gap (spin up / spin down), eV: 5.72 / 5.68
Net charge: 0
Total energy, Eh: -14815.57254
HOMO (spin up / spin down), eV: -7.53 / -7.53
LUMO (spin up / spin down), eV: -1.81 / -1.86


[3]
Below is C2H3NO2 in the gas phase in a non-equilibrium geometry, with properties calculated with ωB97M-V/def2-TZVPD.

Each line ends with the Mulliken charge.
Element x y z (Å)
O (0.03, 1.34, 1.08)  -0.4457
C (0.56, 0.14, 1.17)  0.1559
C (0.45, -0.69, -0.24)  -0.0712
N (-0.47, -0.44, -1.11)  -0.3497
O (-1.31, 0.51, -0.81)  -0.2833
H (1.31, -0.24, 2.00)  0.2506
H (1.13, -1.48, -0.43)  0.3808
H (-1.69, 0.86, -1.67)  0.3626

## Properties
HOMO-LUMO gap, eV: 9.12
Structure (SMILES): O=C/C=N\O
Net charge: 0
Total energy, Eh: -283.10760
HOMO, eV: -9.37
LUMO, eV: -0.25


[4]
Below is a molecular structure, C47H38FN7OS2SeSr in a non-equilibrium geometry, with properties calculated with ωB97M-V/def2-TZVPD.

Each line ends with the Mulliken charge.
Element x y z (Å)
Sr (-0.02, -0.98, -0.03)  2.2094
S (-3.74, -0.35, -3.53)  -0.4112
C (-4.07, 0.92, -2.42)  -0.4757
C (-3.22, 0.90, -1.35)  -0.4658
C (-2.22, -0.15, -1.36)  -0.2059
C (-2.41, -0.91, -2.48)  0.6748
C (-1.67, -2.12, -2.85)  0.0058
C (-1.97, -2.92, -3.96)  -1.0915
C (-1.26, -4.07, -4.21)  -0.3301
C (-0.23, -4.44, -3.35)  -1.1842
C (0.03, -3.60, -2.28)  -0.6113
N (-0.65, -2.48, -2.02)  0.6022
H (-4.88, 1.61, -2.62)  0.4289
H (-3.32, 1.63, -0.55)  0.3910
H (-2.78, -2.62, -4.62)  0.3668
H (-1.50, -4.69, -5.06)  0.3785
H (0.35, -5.34, -3.50)  0.4340
H (0.83, -3.84, -1.58)  0.6418
Se (1.08, -8.38, 3.05)  0.1358
N (2.25, -7.11, 2.56)  -0.9041
C (1.52, -6.09, 2.17)  1.1001
C (2.09, -4.85, 1.66)  0.4931
C (3.47, -4.62, 1.61)  -0.9044
C (3.95, -3.45, 1.08)  -0.9064
C (3.04, -2.52, 0.55)  -1.1370
N (1.73, -2.72, 0.58)  1.0192
C (1.25, -3.84, 1.16)  -0.5912
C (-0.21, -3.98, 1.29)  -0.5536
N (-0.97, -2.94, 0.88)  0.7803
C (-2.29, -2.99, 1.03)  -0.6963
C (-2.94, -4.10, 1.59)  -1.2434
C (-2.18, -5.18, 1.98)  -0.7724
C (-0.78, -5.14, 1.83)  0.5607
C (0.08, -6.25, 2.23)  1.1120
N (-0.38, -7.40, 2.67)  -0.9043
H (4.13, -5.38, 2.01)  0.5015
H (5.01, -3.24, 1.05)  0.4515
H (3.37, -1.59, 0.08)  0.6072
H (-2.85, -2.11, 0.69)  0.4100
H (-4.01, -4.09, 1.71)  0.5020
H (-2.63, -6.06, 2.42)  0.4732
C (5.19, 0.92, -1.75)  -1.5680
C (4.07, 0.41, -2.68)  2.5285
C (3.95, 1.34, -3.89)  -1.6239
C (4.44, -1.00, -3.17)  -1.5685
C (2.79, 0.36, -1.95)  -0.3904
C (1.73, 0.30, -1.31)  -1.3449
H (6.16, 0.92, -2.27)  0.3986
H (5.26, 0.29, -0.86)  0.3107
H (4.97, 1.94, -1.43)  0.3069
H (4.90, 1.36, -4.46)  0.4222
H (3.72, 2.36, -3.57)  0.1916
H (3.15, 1.00, -4.55)  0.3469
H (5.41, -1.00, -3.67)  0.3978
H (3.68, -1.37, -3.86)  0.3822
H (4.48, -1.70, -2.32)  0.2108
O (0.82, -1.95, 4.04)  -0.8168
C (0.72, -1.17, 3.11)  0.6877
N (0.63, -0.45, 2.15)  -0.7116
F (-6.81, 2.57, 5.87)  -0.3984
C (-5.83, 2.02, 5.10)  0.3424
C (-5.58, 0.66, 5.19)  -0.4111
C (-4.58, 0.10, 4.42)  -0.5433
C (-3.77, 0.88, 3.53)  1.0359
C (-2.74, 0.33, 2.76)  -1.3060
C (-4.09, 2.28, 3.48)  -0.5357
C (-5.10, 2.83, 4.26)  -0.4539
H (-6.18, 0.05, 5.86)  0.3570
H (-4.38, -0.97, 4.49)  0.2748
H (-2.49, -0.73, 2.84)  -0.1061
H (-2.11, 0.94, 2.11)  0.2200
H (-3.52, 2.91, 2.81)  0.3517
H (-5.32, 3.89, 4.21)  0.3665
N (-0.65, 2.26, 0.33)  -0.2622
S (0.75, 2.91, 0.16)  0.1605
C (0.74, 4.55, 0.95)  0.2519
C (1.41, 4.68, 2.16)  -0.2122
C (1.25, 5.82, 2.93)  -0.6147
C (0.41, 6.84, 2.50)  -0.3486
C (-0.27, 6.71, 1.29)  -0.7210
C (-0.10, 5.57, 0.51)  -0.3330
C (0.90, 3.54, -1.52)  0.2777
C (0.07, 2.97, -2.47)  -0.1102
C (0.13, 3.43, -3.79)  -0.5489
C (1.03, 4.43, -4.13)  -0.4379
C (1.87, 4.98, -3.17)  -0.5239
C (1.81, 4.53, -1.86)  -0.5382
H (-1.40, 2.81, -0.09)  0.0906
H (2.04, 3.86, 2.50)  0.4292
H (1.76, 5.92, 3.88)  0.3694
H (0.26, 7.73, 3.11)  0.3581
H (-0.93, 7.50, 0.95)  0.3570
H (-0.63, 5.46, -0.43)  0.3811
H (-0.60, 2.17, -2.18)  0.1760
H (-0.52, 2.98, -4.54)  0.4528
H (1.08, 4.78, -5.16)  0.3315
H (2.57, 5.76, -3.45)  0.3680
H (2.45, 4.96, -1.10)  0.4024

## Properties
HOMO-LUMO gap (spin up / spin down), eV: 1.99 / 1.99
Net charge: -2
Total energy, Eh: -5600.65350
HOMO (spin up / spin down), eV: 0.77 / 0.77
LUMO (spin up / spin down), eV: 2.76 / 2.76


[5]
Below is a molecular structure, C23H23AsCaOP in a non-equilibrium geometry, with properties calculated with ωB97M-V/def2-TZVPD.

Each line ends with the Mulliken charge.
Element x y z (Å)
C (0.69, 0.59, -4.59)  -0.8602
C (0.17, -0.01, -5.69)  -0.1257
C (-0.35, -1.32, -5.81)  -0.2726
C (-0.26, -2.30, -4.78)  0.0215
C (0.23, -2.11, -3.54)  -1.0701
Ca (-0.89, -0.16, -3.13)  0.1577
P (0.14, 2.67, -2.30)  -0.1244
H (1.37, 1.44, -4.72)  0.1809
H (0.15, 0.55, -6.64)  0.1879
H (-0.73, -1.64, -6.80)  0.1982
H (0.56, -2.94, -2.93)  0.1168
H (-0.60, -3.30, -5.09)  0.1872
H (-0.88, 3.25, -1.49)  0.0188
H (0.35, 3.86, -3.05)  0.0904
H (1.18, 2.93, -1.36)  -0.0551
O (-0.23, -0.10, -0.97)  0.0465
As (-0.05, -0.09, 0.74)  1.1246
C (1.23, 1.26, 1.26)  0.4291
C (2.54, 1.11, 0.78)  -0.5642
C (3.50, 2.09, 1.06)  -0.7113
C (3.16, 3.22, 1.81)  -0.4604
C (1.86, 3.35, 2.30)  -0.5865
C (0.90, 2.36, 2.05)  -0.2689
C (-1.78, 0.38, 1.46)  -0.4179
C (-1.98, 0.68, 2.81)  -0.0101
C (-3.26, 1.05, 3.25)  -0.6744
C (-4.33, 1.12, 2.34)  -0.3894
C (-4.12, 0.80, 1.00)  -0.6175
C (-2.85, 0.42, 0.55)  -0.2278
C (0.43, -1.86, 1.48)  0.5783
C (1.78, -2.25, 1.54)  -0.4036
C (2.10, -3.53, 2.00)  -0.6240
C (1.11, -4.39, 2.46)  -0.4372
C (-0.22, -3.95, 2.50)  -0.5506
C (-0.57, -2.68, 2.02)  -0.2875
H (2.78, 0.25, 0.16)  0.3674
H (4.51, 1.96, 0.66)  0.3551
H (3.92, 3.98, 2.01)  0.3544
H (1.60, 4.24, 2.88)  0.3816
H (-0.11, 2.48, 2.46)  0.4198
H (-1.17, 0.63, 3.54)  0.5231
H (-3.44, 1.29, 4.30)  0.3656
H (-5.33, 1.41, 2.67)  0.3739
H (-4.93, 0.83, 0.27)  0.3858
H (-2.66, 0.16, -0.49)  0.2902
H (2.56, -1.56, 1.21)  0.1118
H (3.15, -3.83, 2.01)  0.3808
H (1.36, -5.40, 2.79)  0.3520
H (-1.00, -4.60, 2.91)  0.3566
H (-1.60, -2.34, 2.06)  0.3834

## Properties
HOMO-LUMO gap (spin up / spin down), eV: 2.38 / 2.34
Net charge: -1
Total energy, Eh: -4219.94478
HOMO (spin up / spin down), eV: -0.24 / -0.19
LUMO (spin up / spin down), eV: 2.14 / 2.14